1) Density functional theory data (the ωB97M-V functional and the def2-TZVPD basis) for an isolated ion of composition C2H7N2S2 and charge +1.

Values from the calculation:
HOMO	-13.35	eV
net charge	+1
orbital gap	9.333	eV
SMILES	N/C=[NH+]\CSS

Last column: Mulliken charge in e.
CARTESIAN COORDINATES (ANGSTROEM)
C1 -0.35 -0.47 -0.95  -0.727
C2 1.05 0.24 0.84  0.154
N1 1.36 1.46 0.51  -0.263
N2 0.49 -0.75 0.17  -0.123
S1 -1.74 0.78 -0.56  0.010
S2 -3.02 -0.16 0.71  -0.166
H1 0.38 -0.07 -1.73  0.331
H2 -0.87 -1.23 -1.50  0.404
H3 1.32 -0.08 1.85  0.345
H4 1.30 1.75 -0.47  0.241
H5 1.87 2.11 1.08  0.258
H6 -3.94 -0.78 -0.13  0.206
H7 0.25 -1.51 0.80  0.330

2) Density functional theory data (the ωB97M-V functional and the def2-TZVPD basis) for an isolated ion of composition C2H7N2S2 and charge +1.

Values from the calculation:
HOMO	-13.10	eV
net charge	+1
orbital gap	9.410	eV
SMILES	NC(=S)[C@@H]([NH3+])S

Last column: Mulliken charge in e.
CARTESIAN COORDINATES (ANGSTROEM)
C1 1.26 -0.10 0.19  0.417
C2 -0.49 -0.45 -0.03  -0.307
N1 1.96 -0.52 -0.83  -0.245
N2 -1.09 0.66 0.71  -0.390
S1 1.74 0.47 1.65  -0.332
S2 -1.20 -0.34 -1.70  -0.176
H1 -0.54 -1.39 0.39  0.449
H2 1.46 -0.93 -1.56  0.164
H3 2.90 -0.19 -0.80  0.252
H4 -2.11 0.64 0.93  0.381
H5 -0.57 0.74 1.64  0.277
H6 -1.17 1.60 0.37  0.328
H7 -0.76 -1.56 -2.19  0.182

Result of the stability comparison: 2) is the least stable of them.

1) Density functional theory data (the ωB97M-V functional and the def2-TZVPD basis) for a 6-piece molecular cluster, C5H23N10O6 overall.

Values from the calculation:
HOMO	-11.85	eV
net charge	+1
orbital gap	9.993	eV

Last column: Mulliken charge in e.
CARTESIAN COORDINATES (ANGSTROEM)
O1 0.09 -1.18 -0.08  -0.226
H1 0.08 -2.09 0.33  0.575
H2 0.99 -0.86 -0.41  0.543
H3 -0.56 -0.54 0.35  0.521
C1 -1.55 0.98 2.43  0.561
O2 -1.23 0.47 1.34  -0.797
N1 -2.81 1.06 2.92  -0.386
N2 -0.61 1.63 3.15  -0.422
H4 -3.60 0.82 2.34  0.269
H5 -2.98 1.72 3.65  0.193
H6 0.25 1.82 2.66  0.229
H7 -0.85 2.24 3.91  0.196
C2 -3.99 1.26 -0.94  0.622
O3 -4.25 1.39 0.27  -0.673
N3 -4.97 0.89 -1.79  -0.410
N4 -2.73 1.35 -1.44  -0.157
H8 -5.87 0.82 -1.37  0.223
H9 -4.86 0.69 -2.77  0.154
H10 -1.90 1.43 -0.89  0.065
H11 -2.74 1.25 -2.44  0.159
C3 0.21 1.72 -2.70  0.724
O4 0.50 1.96 -1.52  -0.796
N5 0.52 0.51 -3.24  -0.291
N6 -0.56 2.50 -3.48  -0.411
H12 0.17 0.22 -4.13  0.169
H13 1.26 -0.01 -2.78  0.178
H14 -0.68 3.45 -3.16  0.260
H15 -0.76 2.31 -4.45  0.184
C4 1.33 -3.81 2.25  0.616
O5 0.55 -3.10 1.62  -0.728
N7 1.19 -4.05 3.60  -0.389
N8 2.50 -4.27 1.72  -0.417
H16 1.91 -4.57 4.06  0.158
H17 0.34 -3.85 4.09  0.223
H18 3.02 -4.91 2.29  0.193
H19 2.53 -4.25 0.72  0.240
C5 3.42 0.31 -0.90  0.552
O6 2.43 -0.45 -0.79  -0.780
N9 4.63 -0.09 -0.42  -0.436
N10 3.29 1.61 -1.27  -0.319
H20 5.43 0.51 -0.38  0.173
H21 4.65 -0.99 0.02  0.225
H22 2.29 1.80 -1.44  0.180
H23 3.93 2.29 -0.92  0.254

2) Density functional theory data (the ωB97M-V functional and the def2-TZVPD basis) for a 6-piece molecular cluster, C5H23N10O6 overall.

Values from the calculation:
HOMO	-11.74	eV
net charge	+1
orbital gap	9.064	eV

Last column: Mulliken charge in e.
CARTESIAN COORDINATES (ANGSTROEM)
O1 -0.46 0.98 -0.19  -0.345
H1 -0.55 1.39 -1.06  0.453
H2 -1.35 0.73 0.07  0.440
H3 -0.13 0.08 -0.21  0.436
C1 1.05 -1.04 4.48  0.723
O2 0.02 -0.79 3.84  -0.671
N1 1.12 -1.98 5.34  -0.460
N2 2.18 -0.48 4.42  -0.400
H4 0.31 -2.56 5.54  0.210
H5 2.00 -2.40 5.59  0.185
H6 2.76 -0.68 5.22  0.201
H7 2.33 0.25 3.74  0.217
C2 -4.20 -1.87 0.75  0.635
O3 -3.56 -0.84 0.82  -0.652
N3 -4.30 -2.73 1.77  -0.441
N4 -4.80 -2.44 -0.25  -0.405
H8 -4.62 -3.64 1.47  0.188
H9 -3.55 -2.64 2.44  0.249
H10 -5.41 -3.23 -0.07  0.194
H11 -4.85 -1.80 -1.03  0.235
C3 3.32 0.44 -3.25  0.680
O4 2.12 0.47 -3.03  -0.666
N5 4.21 1.42 -3.10  -0.489
N6 3.93 -0.62 -3.64  -0.432
H12 5.15 1.08 -2.95  0.225
H13 3.79 2.13 -2.51  0.253
H14 3.25 -1.37 -3.70  0.230
H15 4.85 -0.59 -4.06  0.204
C4 -2.36 6.02 -1.21  0.656
O5 -2.20 4.82 -1.26  -0.639
N7 -3.39 6.72 -1.50  -0.392
N8 -1.42 6.94 -0.94  -0.437
H16 -4.19 6.23 -1.87  0.207
H17 -3.51 7.70 -1.28  0.177
H18 -0.55 6.42 -1.01  0.222
H19 -1.55 7.92 -1.10  0.208
C5 1.37 -3.39 -0.67  0.634
O6 0.49 -2.60 -0.53  -0.643
N9 2.28 -3.77 0.15  -0.342
N10 1.55 -4.05 -1.76  -0.449
H20 2.45 -3.53 1.11  0.193
H21 2.78 -4.60 -0.14  0.157
H22 1.12 -3.70 -2.60  0.244
H23 2.50 -4.39 -1.84  0.205

Result of the stability comparison: 2) is the least stable of them.

1) Density functional theory data (the ωB97M-V functional and the def2-TZVPD basis) for a 3-piece molecular cluster, C4H15NO3 overall.

Values from the calculation:
HOMO (spin up / spin down)	-14.45 / -14.44	eV
net charge	+1
2S+1	2
⟨S²⟩	0.755
orbital gap (spin up / spin down)	10.335 / 4.885	eV

Last column: Mulliken charge in e.
CARTESIAN COORDINATES (ANGSTROEM)
C1 1.28 0.34 -1.32  -0.293
O1 2.23 -0.67 -0.83  -0.483
C2 0.01 -0.40 -1.77  -0.924
C3 -1.00 -0.43 -0.67  -0.140
C4 -0.50 -0.95 0.62  -0.576
N1 -0.27 -2.46 0.64  -0.185
H1 1.03 1.28 -0.60  0.092
H2 1.74 0.66 -2.30  0.367
H3 1.62 -1.03 -0.19  0.334
H4 -0.28 -0.04 -2.71  0.476
H5 0.27 -1.38 -2.20  0.354
H6 -1.42 0.67 -0.62  0.073
H7 -1.93 -1.04 -0.98  0.396
H8 -1.52 -0.99 1.28  0.379
H9 0.39 -0.33 1.05  0.279
H10 0.23 -2.76 1.62  0.416
H11 0.41 -2.82 -0.03  0.364
H12 -0.57 2.34 0.63  0.346
H13 -1.86 2.85 -0.14  0.328
O2 -1.54 2.41 0.67  -0.671
H14 0.83 0.78 2.61  0.344
H15 0.06 2.18 2.82  0.341
O3 0.80 1.79 2.43  -0.617

2) Density functional theory data (the ωB97M-V functional and the def2-TZVPD basis) for a 4-piece molecular cluster, C4H15NO3 overall.

Values from the calculation:
HOMO (spin up / spin down)	-14.96 / -14.96	eV
net charge	+1
2S+1	2
⟨S²⟩	0.759
orbital gap (spin up / spin down)	9.580 / 5.920	eV

Last column: Mulliken charge in e.
CARTESIAN COORDINATES (ANGSTROEM)
C1 2.39 0.64 -1.98  -1.370
C2 1.14 0.96 -1.16  -0.130
C3 0.15 -0.18 -1.32  -0.662
C4 -2.03 0.91 -0.82  -0.102
N1 -1.13 0.08 -0.65  0.164
H1 3.22 1.21 -1.57  0.372
H2 2.65 -0.42 -2.00  0.388
H3 2.27 0.97 -3.01  0.348
H4 0.78 1.96 -1.42  0.371
H5 1.43 0.99 -0.10  0.332
H6 0.57 -1.08 -0.87  0.294
H7 -0.07 -0.45 -2.37  0.372
H8 -2.09 1.72 -1.56  0.330
H9 -2.89 0.81 -0.14  0.291
H10 -1.37 1.29 2.60  0.343
H11 -0.55 1.75 1.38  0.286
O1 -1.09 2.08 2.10  -0.619
H12 -1.35 -2.61 2.21  0.332
H13 -1.97 -1.34 1.50  0.271
O2 -1.97 -1.87 2.30  -0.602
H14 0.43 -2.70 3.04  0.331
H15 0.54 -2.04 1.62  0.294
O3 0.94 -2.68 2.21  -0.633

Result of the stability comparison: 1) is the least stable of them.

1) Density functional theory data (the ωB97M-V functional and the def2-TZVPD basis) for one molecule with the formula C3H5N.

Values from the calculation:
HOMO	-9.09	eV
orbital gap	9.084	eV
SMILES	C=CN=C

Last column: Mulliken charge in e.
CARTESIAN COORDINATES (ANGSTROEM)
C1 0.00 -0.01 -0.57  0.046
C2 1.13 0.18 -1.42  -0.554
C3 -0.94 0.14 1.66  -0.241
N1 0.07 0.25 0.79  -0.406
H1 -1.00 -0.42 -1.01  0.200
H2 2.17 0.33 -0.91  0.249
H3 1.12 -0.29 -2.49  0.230
H4 -0.65 0.11 2.70  0.270
H5 -1.90 -0.29 1.26  0.206

2) Density functional theory data (the ωB97M-V functional and the def2-TZVPD basis) for one molecule with the formula C3H5N.

Values from the calculation:
HOMO	-9.86	eV
orbital gap	10.761	eV
SMILES	C#CCN

Last column: Mulliken charge in e.
CARTESIAN COORDINATES (ANGSTROEM)
C1 0.42 0.71 -0.04  -0.359
C2 -0.95 0.26 -0.36  -0.364
C3 -1.97 -0.37 -0.13  -0.136
H1 1.01 -1.27 0.69  0.257
H2 2.17 -0.41 -0.27  0.237
H3 0.27 1.06 1.12  0.222
H4 0.79 1.35 -0.80  0.324
H5 -2.92 -0.66 0.07  0.423
N1 1.17 -0.68 -0.28  -0.604

3) Density functional theory data (the ωB97M-V functional and the def2-TZVPD basis) for one molecule with the formula C3H5N.

Values from the calculation:
HOMO	-8.95	eV
orbital gap	9.571	eV
SMILES	C=CN=C

Last column: Mulliken charge in e.
CARTESIAN COORDINATES (ANGSTROEM)
C1 -0.63 -0.48 1.03  -0.365
C2 0.49 0.88 -0.50  -0.729
C3 0.37 -0.46 -0.82  0.138
N1 0.13 -1.24 0.23  -0.454
H1 -1.55 -0.02 0.67  0.299
H2 -0.60 -0.65 2.11  0.253
H3 0.27 -0.85 -1.84  0.338
H4 1.12 1.15 0.34  0.269
H5 0.40 1.67 -1.24  0.253

Result of the stability comparison: 2) is the least stable of them.

1) Density functional theory data (the ωB97M-V functional and the def2-TZVPD basis) for one molecule with the formula C10H16N2O5.

Values from the calculation:
HOMO	-9.29	eV
orbital gap	9.810	eV
SMILES	N[C@@H](CCC(=O)O)C(=O)N1CCC[C@H]1C(=O)O

Last column: Mulliken charge in e.
CARTESIAN COORDINATES (ANGSTROEM)
C1 1.14 1.17 -0.73  0.032
C2 -0.34 1.14 -0.43  0.320
C3 1.57 1.22 0.76  -0.454
C4 2.93 0.59 0.91  -0.602
C5 3.08 -0.89 0.54  0.543
C6 -2.53 0.03 -0.07  0.169
C7 -2.80 0.17 1.40  0.070
C8 -3.12 -1.19 -0.86  -0.674
C9 -1.90 -2.09 -0.93  -0.672
C10 -0.70 -1.25 -1.02  -0.188
H1 1.54 2.46 -2.33  0.253
H2 1.03 3.20 -1.01  0.281
H3 1.56 0.28 -1.31  0.513
H4 1.67 2.27 0.78  0.232
H5 0.83 0.82 1.48  0.250
H6 3.17 0.30 2.00  0.306
H7 3.81 1.13 0.48  0.336
H8 4.54 -2.18 1.01  0.319
H9 -2.97 0.93 -0.51  0.320
H10 -3.92 -1.63 -0.20  0.354
H11 -3.46 -0.87 -1.89  0.291
H12 -1.94 -2.71 -0.01  0.269
H13 -1.85 -2.82 -1.85  0.359
H14 0.13 -1.76 -0.48  0.028
H15 -0.20 -1.11 -2.08  0.309
H16 -2.08 0.43 3.01  0.376
N1 1.63 2.47 -1.32  -0.776
N2 -1.04 -0.02 -0.44  0.169
O1 -0.88 2.19 -0.16  -0.711
O2 2.52 -1.69 -0.11  -0.514
O3 4.21 -1.36 1.40  -0.514
O4 -3.90 0.32 1.91  -0.637
O5 -1.74 0.46 2.07  -0.358

2) Density functional theory data (the ωB97M-V functional and the def2-TZVPD basis) for one molecule with the formula C10H16N2O5.

Values from the calculation:
HOMO	-8.75	eV
orbital gap	9.236	eV
SMILES	O=C(O)CC[C@H](NC(=O)[C@@H]1CCCN1)C(=O)O

Last column: Mulliken charge in e.
CARTESIAN COORDINATES (ANGSTROEM)
C1 -2.48 -0.90 0.25  0.146
C2 -1.16 -1.62 -0.18  0.108
C3 -3.06 -0.17 -1.02  -0.834
C4 -3.06 1.36 -0.61  -0.334
C5 -3.23 1.21 0.96  -0.659
C6 1.23 -1.13 -0.68  0.324
C7 1.90 -1.40 0.67  0.046
C8 1.96 -0.03 -1.44  -1.145
C9 2.63 1.16 -0.69  -0.627
C10 1.60 2.14 -0.08  0.632
H1 -1.36 0.42 1.31  0.330
H2 -3.14 -1.69 0.56  0.439
H3 -4.14 -0.40 -1.06  0.401
H4 -2.55 -0.36 -1.98  0.314
H5 -2.13 1.84 -0.90  0.062
H6 -3.86 1.93 -1.07  0.461
H7 -4.32 0.93 1.20  0.249
H8 -2.99 2.06 1.57  0.399
H9 -0.52 0.16 -0.84  0.081
H10 1.25 -2.09 -1.26  0.416
H11 1.38 0.26 -2.32  0.379
H12 2.83 -0.54 -1.90  0.460
H13 3.35 0.75 0.04  0.316
H14 3.21 1.73 -1.44  0.453
H15 1.25 3.63 0.71  0.345
H16 3.34 -2.41 1.34  0.368
N1 -2.35 0.12 1.29  -0.490
N2 -0.17 -0.72 -0.42  0.091
O1 -1.04 -2.81 -0.45  -0.685
O2 1.62 -0.89 1.72  -0.530
O3 0.42 2.02 -0.11  -0.546
O4 2.13 3.25 0.45  -0.512
O5 2.89 -2.30 0.49  -0.458

Result of the stability comparison: 1) is the least stable of them.

1) Density functional theory data (the ωB97M-V functional and the def2-TZVPD basis) for an isolated ion of composition C10H18N and charge +1.

Values from the calculation:
HOMO (spin up / spin down)	-11.72 / -12.46	eV
net charge	+1
orbital gap (spin up / spin down)	6.799 / 8.595	eV

Last column: Mulliken charge in e.
CARTESIAN COORDINATES (ANGSTROEM)
C1 -1.52 0.74 0.90  0.416
C2 0.07 -0.66 0.45  -0.910
C3 -2.49 0.23 -0.07  -0.657
C4 1.34 0.27 -1.39  -1.211
C5 -2.03 -1.13 -0.61  -0.836
C6 0.04 -0.39 -1.99  -0.346
C7 1.43 -0.09 0.08  2.266
C8 -1.64 1.55 2.04  -0.969
C9 2.02 0.99 0.89  -1.831
C10 2.32 -1.31 0.32  -1.607
N1 -0.54 -1.10 -0.73  0.009
H1 -3.50 0.21 0.38  0.410
H2 -2.63 0.87 -1.04  0.246
H3 2.19 -0.18 -1.92  0.302
H4 1.32 1.28 -1.47  0.570
H5 -2.47 -1.80 0.03  0.455
H6 -2.33 -1.26 -1.65  0.438
H7 -0.70 0.42 -2.27  0.233
H8 0.38 -1.19 -2.71  0.322
H9 -0.67 1.98 2.26  0.273
H10 -2.10 0.98 2.92  0.285
H11 -2.40 2.44 1.81  0.333
H12 1.59 2.00 0.92  0.401
H13 3.13 1.36 0.78  0.318
H14 1.92 0.67 1.97  0.421
H15 3.34 -1.15 -0.26  0.382
H16 1.87 -2.19 -0.03  0.406
H17 2.52 -1.42 1.35  0.438
H18 -0.44 -2.13 -0.99  0.441

2) Density functional theory data (the ωB97M-V functional and the def2-TZVPD basis) for a 2-piece molecular cluster, C10H18N overall.

Values from the calculation:
HOMO (spin up / spin down)	-12.84 / -12.85	eV
net charge	+1
orbital gap (spin up / spin down)	6.617 / 6.634	eV

Last column: Mulliken charge in e.
CARTESIAN COORDINATES (ANGSTROEM)
C1 0.15 1.34 0.15  -0.571
C2 -0.51 2.23 -0.36  0.365
C3 1.76 -0.19 3.12  -0.671
C4 1.34 -0.30 1.89  0.345
C5 -2.48 1.22 -2.54  -0.951
C6 1.73 -2.76 1.56  -0.771
C7 2.02 -1.22 -0.21  -0.951
C8 -0.31 -1.72 0.64  -0.881
C9 -1.50 3.04 -0.98  -0.793
C10 -1.95 2.65 -2.44  -0.361
N1 1.16 -1.53 0.95  0.193
H1 2.27 -1.04 3.62  0.279
H2 1.58 0.80 3.54  0.311
H3 -1.84 0.48 -2.18  0.241
H4 -3.51 1.16 -1.90  0.248
H5 -2.70 1.08 -3.58  0.339
H6 1.70 -2.69 2.61  0.411
H7 1.02 -3.69 1.32  0.257
H8 2.78 -2.91 1.36  0.343
H9 1.97 -2.08 -0.82  0.510
H10 1.49 -0.31 -0.67  0.325
H11 3.01 -1.31 0.15  0.410
H12 -0.40 -2.63 0.00  0.384
H13 -0.76 -2.02 1.53  0.476
H14 -0.83 -0.84 0.18  0.231
H15 -2.35 2.98 -0.37  0.371
H16 -1.10 4.14 -0.87  0.308
H17 -2.68 3.50 -2.68  0.285
H18 -1.05 2.63 -3.04  0.320

Result of the stability comparison: 2) is the least stable of them.